(1)
71
Properties=species:S:1:pos:R:3:forces:R:3 method="wB97M-V/def2-TZVPD" e_above_lowest_kj_mol=379.7 spin_multiplicity=5 e_lumo_ev="-2.167 / -4.948" largest_force_ev_per_a=5.984 e_tot_ev=-42465.062 orbital_gap_ev="7.27 / 6.21" charge=+1
C 0.97498 -2.22601 0.55615 0.638 -1.304 0.323
C 1.37389 -1.34483 -0.50172 0.923 -0.980 -0.354
C 0.47650 -1.53899 -1.59953 0.270 -0.202 -0.760
C -0.54316 -2.45239 -1.18726 0.143 -1.536 -0.454
C -0.24296 -2.88087 0.15725 1.353 -1.896 -0.560
Os -0.59941 -0.85039 0.21507 -2.297 5.510 0.419
C -3.94539 0.81368 -1.34848 4.079 1.685 -1.324
C -3.24508 0.44163 -0.17366 0.589 -1.392 1.480
H -2.88725 1.29122 0.43556 -0.743 -0.760 0.086
C -2.77056 -0.86856 0.21897 -1.409 0.923 -0.575
H -3.09201 -1.74482 -0.32527 -0.533 0.201 -0.105
H -2.68835 -1.07838 1.29153 -0.221 0.164 -0.067
C -3.70900 2.35481 -1.58094 -0.095 -0.379 0.066
H -2.89960 2.66568 -0.91519 -0.226 0.122 0.147
H -3.28377 2.50769 -2.57410 -0.447 0.076 0.027
H -4.51420 3.06223 -1.45380 -0.524 -0.079 0.120
C -3.30208 0.11552 -2.57872 -0.179 -0.319 -0.016
H -2.31650 -0.22761 -2.24490 -0.151 -0.243 -0.102
H -3.79161 -0.71588 -3.06294 -0.446 -0.278 0.059
H -3.06946 0.85710 -3.34159 -0.445 -0.183 -0.105
C 2.65121 -0.55670 -0.50514 -0.169 0.167 0.231
H 2.73501 0.01608 0.42397 0.108 -0.074 -0.053
H 3.53206 -1.21241 -0.58054 -0.312 0.083 -0.031
H 2.66229 0.16688 -1.31939 0.101 -0.194 0.024
C 0.71025 -1.05641 -2.99918 -0.114 0.143 0.037
H 1.21372 -0.08957 -2.98311 -0.060 -0.111 -0.151
H 1.34515 -1.75989 -3.56073 -0.204 0.101 0.251
H -0.23425 -0.94758 -3.53775 0.136 0.059 -0.030
C -1.60691 -3.06940 -2.04921 0.085 0.125 0.015
H -1.65814 -2.56938 -3.02159 -0.063 -0.179 0.182
H -1.40402 -4.13847 -2.20323 0.016 0.300 -0.024
H -2.58469 -2.99486 -1.56744 0.020 -0.123 -0.232
C -0.99136 -3.90551 0.94823 0.036 0.011 0.050
H -1.99988 -4.03547 0.54378 0.140 -0.082 0.137
H -0.46275 -4.86535 0.90853 -0.190 0.069 0.015
H -1.07008 -3.60132 1.99761 -0.043 -0.195 -0.175
C 1.80812 -2.55031 1.75546 0.003 0.253 -0.029
H 1.21144 -3.05525 2.51546 0.124 -0.029 0.030
H 2.63827 -3.21235 1.47387 -0.207 0.096 0.020
H 2.23486 -1.63710 2.18106 0.005 -0.262 -0.018
C 2.07205 2.51179 -1.44955 -1.751 -0.582 -1.876
C 0.80797 2.18663 -2.07018 2.258 2.413 -1.779
C 3.13567 3.01659 -2.18067 -0.861 -0.020 -1.285
C 0.62003 2.61623 -3.40880 1.627 -0.062 0.989
H -0.13989 1.77947 -1.94537 -1.143 -1.220 2.767
C 2.92940 3.28315 -3.58355 0.583 -0.113 0.667
H 4.13213 3.20905 -1.82159 0.018 -0.055 0.530
C 1.69705 3.09744 -4.15139 -1.390 0.039 -0.809
H -0.37385 2.51557 -3.82574 0.104 -0.109 -0.227
H 3.74853 3.62081 -4.24097 -0.306 -0.138 0.732
H 1.44754 3.28866 -5.20367 0.717 0.171 0.363
C -1.14925 -1.21449 3.42748 -0.070 0.356 0.587
P -0.65450 0.12799 2.29146 1.417 -0.345 0.248
C -1.73624 1.48932 2.76041 -0.257 0.176 0.272
C 0.99675 0.70316 2.85923 -0.101 0.121 0.402
C 1.54075 1.85399 2.25758 -0.042 -0.229 0.288
C 2.72292 2.40384 2.75440 -0.009 -0.160 -0.069
C 3.41293 1.76845 3.79353 -0.146 -0.076 -0.015
C 2.89948 0.60087 4.36536 -0.071 0.028 -0.144
C 1.68058 0.08148 3.91823 -0.053 0.293 -0.145
H -2.10481 -1.64332 3.09723 0.228 0.142 0.166
H -1.27824 -0.78492 4.42937 -0.022 -0.315 -0.054
H -0.40440 -2.01796 3.46084 -0.175 0.302 -0.059
H -1.73681 1.54805 3.85722 -0.079 0.137 -0.265
H -1.35805 2.43128 2.34730 -0.139 -0.202 0.041
H -2.75300 1.30021 2.39860 0.167 0.129 0.237
H 1.03369 2.32029 1.40605 0.149 -0.087 0.301
H 3.10288 3.33219 2.32273 -0.039 -0.346 0.105
H 4.35288 2.18582 4.16044 -0.320 -0.117 -0.113
H 3.43692 0.09027 5.16868 -0.171 0.243 -0.266
H 1.26366 -0.80837 4.39827 0.188 0.343 -0.143

(2)
43
Properties=species:S:1:pos:R:3:forces:R:3 method="wB97M-V/def2-TZVPD" e_above_lowest_kj_mol=0.5 e_lumo_ev=-1.665 largest_force_ev_per_a=0.323 e_tot_ev=-183058.603 orbital_gap_ev=7.50
O -1.34195 -2.10928 -1.30554 0.018 0.053 0.016
C -0.32232 -1.60254 -0.86320 -0.039 -0.079 0.034
C 0.44461 -0.57449 -1.51856 -0.004 0.046 -0.015
C 1.54793 -0.12489 -0.90007 0.037 -0.048 0.102
O 2.34017 0.81631 -1.38331 0.020 0.006 -0.005
C 2.00596 -0.65561 0.45019 -0.037 0.071 -0.079
O 3.01330 -0.13851 0.91103 0.028 -0.159 -0.228
C 1.24532 -1.68939 1.10001 0.067 0.025 0.039
C 0.13676 -2.13573 0.48831 -0.034 -0.013 -0.096
O -0.65691 -3.07075 0.97483 0.010 0.006 -0.006
H 0.10051 -0.18642 -2.46806 0.002 0.008 0.003
H 3.05537 0.92758 -0.72181 -0.051 -0.007 -0.030
H 1.59476 -2.06165 2.05300 -0.072 -0.065 0.009
H -1.36807 -3.18846 0.30875 0.036 0.021 0.023
O -5.69255 -1.08355 -6.29397 0.025 0.021 0.002
C -4.66277 -0.59889 -5.85794 -0.045 -0.061 0.052
C -3.87410 0.40961 -6.52160 0.001 0.020 -0.026
C -2.75907 0.84040 -5.91298 0.035 -0.023 0.082
O -1.94716 1.75778 -6.40897 0.008 0.004 -0.002
C -2.30261 0.30604 -4.56220 0.033 0.071 -0.044
O -1.26447 0.78892 -4.13324 -0.016 -0.042 -0.003
C -3.08895 -0.69653 -3.89394 0.003 -0.037 0.016
C -4.20547 -1.12686 -4.50394 -0.040 0.040 -0.089
O -5.01813 -2.04158 -4.00773 -0.001 -0.011 -0.002
H -4.20238 0.78359 -7.48062 0.010 0.004 0.002
H -1.22857 1.85816 -5.74829 -0.043 -0.014 -0.021
H -2.75035 -1.08354 -2.94238 -0.001 -0.013 -0.007
H -5.73257 -2.14745 -4.67256 0.038 0.017 0.023
N 1.29334 2.55223 6.69785 0.086 0.030 0.174
C 1.35557 1.79675 5.45318 -0.015 0.047 -0.042
C 2.70279 1.83918 4.72221 0.135 -0.203 0.211
C 2.87802 0.66664 3.74967 0.068 0.118 -0.001
P 4.17337 -0.65839 3.98839 -0.099 0.076 -0.023
Br 2.86365 -2.36256 4.66519 -0.028 0.020 0.007
Br 5.11937 -0.14018 5.94536 0.026 0.027 0.018
H 1.72351 2.03118 7.45434 0.001 0.027 -0.097
H 1.80412 3.42648 6.62885 -0.122 -0.022 -0.075
H 0.57056 2.16548 4.78630 0.004 -0.045 -0.031
H 1.10282 0.75786 5.67408 0.004 -0.004 0.077
H 2.80084 2.77182 4.16591 -0.030 0.089 0.032
H 3.49124 1.84675 5.47804 -0.020 -0.015 -0.075
H 1.94074 0.11433 3.66128 -0.027 0.008 -0.092
H 3.11375 1.02016 2.74412 0.029 0.005 0.165

(3)
45
Properties=species:S:1:pos:R:3:forces:R:3 method="wB97M-V/def2-TZVPD" e_above_lowest_kj_mol=0.0 e_lumo_ev=0.397 largest_force_ev_per_a=1.019 e_tot_ev=-43128.704 orbital_gap_ev=9.30
O -2.99238 -0.98651 1.97505 0.137 -0.013 0.133
C -3.14514 -1.29937 0.80653 -0.278 0.117 -0.038
N -3.31794 -0.33921 -0.15183 -0.009 0.370 -0.489
N -2.91296 0.95154 0.21171 -0.138 -0.291 0.546
C -2.12689 1.61360 -0.67311 -0.591 0.334 0.096
O -2.10562 1.29277 -1.84611 0.097 -0.094 -0.219
C -1.36784 2.83610 -0.16960 0.231 0.092 -0.037
C -1.28398 3.00666 1.34963 -0.034 -0.194 -0.026
C -0.40908 1.92789 1.99181 0.147 0.177 -0.005
C 0.96145 1.91234 1.31662 -0.074 -0.193 0.660
N 0.87014 1.75790 -0.12010 0.122 -0.955 -0.333
S 0.64165 0.18352 -0.64549 0.753 -0.085 0.137
O -0.46006 -0.47784 0.00502 0.326 -0.063 0.250
O 0.67457 0.18827 -2.07168 0.141 0.194 -0.263
C 2.15944 -0.56658 -0.04989 -0.379 0.123 -0.002
C 2.11744 -1.59491 0.87200 -0.277 -0.014 0.036
C 3.30241 -2.17508 1.29965 0.013 0.081 -0.104
C 4.51472 -1.72479 0.80488 0.042 0.097 -0.096
C 4.52260 -0.69447 -0.12219 -0.271 0.011 0.030
F 5.70155 -0.25830 -0.59904 -0.066 -0.018 0.002
C 3.35359 -0.10182 -0.56554 0.353 -0.013 -0.047
C 0.05118 2.76098 -0.76490 -0.463 0.160 -0.593
C -3.25054 -2.70311 0.34635 0.073 -0.202 0.182
C -3.95836 -3.07377 -0.93064 -0.063 -0.069 -0.052
C -2.47241 -3.14453 -0.87063 0.125 -0.088 -0.070
H -3.07083 -0.51762 -1.12183 -0.039 0.024 0.157
H -2.77268 0.98541 1.21805 0.070 0.068 -0.257
H -1.86732 3.70777 -0.60835 0.017 -0.119 -0.007
H -0.83335 3.98349 1.55034 -0.091 0.034 0.018
H -2.28150 3.01346 1.79243 -0.005 0.088 0.036
H -0.85184 0.93744 1.88463 -0.012 0.023 0.128
H -0.28816 2.13170 3.05699 0.000 -0.038 0.013
H 1.49096 2.85249 1.50843 0.036 -0.085 -0.028
H 1.56920 1.08854 1.69621 0.054 0.180 0.166
H 1.15721 -1.92332 1.23742 -0.079 -0.077 0.097
H 3.28235 -2.97870 2.01910 -0.008 -0.066 0.060
H 5.44886 -2.16060 1.12260 0.102 -0.019 0.017
H 3.35971 0.69124 -1.29432 0.126 0.129 -0.107
H 0.55758 3.72546 -0.65881 -0.017 -0.077 0.006
H -0.00491 2.49034 -1.82060 -0.044 0.270 0.025
H -3.30790 -3.39434 1.17796 -0.005 0.059 -0.072
H -4.51460 -3.99930 -0.92971 0.009 -0.044 0.052
H -4.42792 -2.28948 -1.50302 0.010 0.127 -0.021
H -2.00402 -4.11644 -0.83116 -0.022 -0.061 0.048
H -1.87958 -2.40111 -1.38235 -0.017 0.119 -0.027

(4)
21
Properties=species:S:1:pos:R:3:forces:R:3 method="wB97M-V/def2-TZVPD" e_above_lowest_kj_mol=25.7 e_lumo_ev=0.495 largest_force_ev_per_a=0.945 e_tot_ev=-10981.612 orbital_gap_ev=9.96
C 2.56070 -0.85837 1.62008 -0.048 -0.260 -0.391
C 1.35810 -0.33087 0.82566 0.643 0.537 0.019
C 1.20587 -1.01258 -0.52303 -0.214 -0.336 -0.170
C 0.02268 -0.49852 -1.37198 0.475 -0.574 -0.216
C -0.19449 0.98739 -1.25022 -0.336 0.033 0.188
N -1.32671 1.32715 -0.58394 -0.714 0.373 0.493
O 0.57143 1.81730 -1.69582 0.183 0.015 -0.131
H 3.01464 -0.08087 2.22181 -0.092 0.066 0.373
H 3.35261 -1.19996 0.94940 -0.051 0.034 -0.130
H 2.29933 -1.71745 2.23488 -0.015 0.029 0.176
H 0.44712 -0.37853 1.41987 -0.153 -0.201 0.030
H 1.52696 0.73923 0.65462 -0.077 -0.102 -0.097
H 2.13751 -0.93682 -1.08888 -0.018 0.284 0.075
H 1.05967 -2.09112 -0.38435 -0.001 0.075 0.058
H 0.21184 -0.73712 -2.42188 0.058 0.182 0.030
H -0.86420 -1.06600 -1.11383 -0.337 0.119 0.228
H -1.57447 2.28483 -0.39369 0.464 0.150 -0.298
H -1.95072 0.69497 -0.11360 0.173 -0.412 -0.243
O -4.25429 0.90804 0.36510 -0.129 0.047 -0.100
H -4.77455 0.98494 -0.45029 0.117 0.020 0.484
H -4.82903 1.16436 1.10009 0.073 -0.078 -0.378

(5)
16
Properties=species:S:1:pos:R:3:forces:R:3 method="wB97M-V/def2-TZVPD" e_above_lowest_kj_mol=115.0 e_lumo_ev=0.654 largest_force_ev_per_a=2.191 e_tot_ev=-11352.921 orbital_gap_ev=10.55
C 2.10638 1.44956 0.37839 -0.586 0.179 0.265
N 1.76010 0.13331 0.92408 0.487 -0.195 0.298
C 1.48685 -0.86185 -0.10415 -1.160 1.728 -0.686
C 0.06343 -0.67246 -0.66491 -0.424 -0.499 0.111
O -0.28438 -1.14442 -1.71695 0.121 0.096 -0.247
N -0.79109 -0.03219 0.22084 1.539 -0.289 0.311
C -2.12873 0.13830 0.02306 -0.912 0.350 -1.037
O -2.89564 0.68304 0.76973 0.170 0.054 0.658
H 2.33057 2.09242 1.23240 0.535 -0.070 -0.201
H 2.92292 1.36638 -0.35211 -0.077 0.380 0.118
H 1.23865 1.95321 -0.05982 0.051 -0.378 -0.324
H 2.61934 -0.16808 1.36342 -0.168 -0.187 0.542
H 2.13057 -0.63158 -0.96468 0.165 -1.130 0.002
H 1.43732 -1.86200 0.32052 0.731 -0.132 -0.240
H -0.25032 0.22329 1.05090 -0.809 0.312 0.243
H -2.47205 -0.20562 -0.96949 0.337 -0.219 0.186